No. 1
This record from the Open Molecules 2025 dataset describes a molecular structure, C3H5CsO3. The level of theory is ωB97M-V/def2-TZVPD.

Properties
E ... -363.067697 a.u.
Spin multiplicity ... 1
Total charge ... 0
Energy relative to the best compared isomer or geometry (same formula, charge and spin) ... 164.5 kJ/mol
Largest force on an atom ... 2.45 eV/Å

Structure (XYZ):
```
12
Properties=species:S:1:pos:R:3:forces:R:3:mulliken_charge:R:1
H -2.488 1.684 -0.847 0.24 0.18 0.28 0.221
C -2.320 1.159 0.103 0.24 0.30 0.27 -0.781
C -2.352 2.063 1.320 1.58 0.60 -0.65 -0.269
O -0.903 2.334 1.356 -0.59 0.77 0.46 -0.405
C -0.459 1.313 0.528 0.09 -0.76 -2.33 0.466
O 0.420 1.495 -0.362 -1.21 0.27 0.79 -0.736
Cs -0.184 -2.531 -0.956 -0.04 0.97 0.39 0.960
O -0.218 0.141 1.291 -0.66 -2.20 0.77 -0.465
H -3.150 0.441 0.183 0.55 -0.71 -0.09 0.292
H -2.629 1.554 2.254 -0.23 0.25 -0.28 0.226
H -2.826 3.042 1.162 -0.19 -0.31 0.49 0.226
H 0.484 0.252 1.938 0.22 0.63 -0.09 0.264
```
Forces are in eV/Å.


No. 2
This record from the Open Molecules 2025 dataset describes a gas-phase ion, C4H10N3 (charge +1). The level of theory is ωB97M-V/def2-TZVPD.

Properties
E ... -322.417922 a.u.
Spin multiplicity ... 1
Total charge ... +1
SMILES string ... N[C@@H]1CNC=[NH+]C1
Energy relative to the best compared isomer or geometry (same formula, charge and spin) ... 112.0 kJ/mol
Largest force on an atom ... 3.32 eV/Å

Structure (XYZ):
```
17
Properties=species:S:1:pos:R:3:forces:R:3:mulliken_charge:R:1
C 0.143 -1.234 0.697 1.04 0.56 1.45 -0.664
C 0.108 1.237 0.663 -0.64 0.34 -2.55 -0.827
C 0.896 0.026 0.280 2.43 0.88 0.43 0.164
C -1.662 -0.014 -0.504 1.60 -0.53 2.86 -0.006
N -1.090 -1.159 -0.056 -3.03 -0.79 -1.11 -0.176
N -1.194 1.132 -0.104 1.66 -0.08 1.70 -0.090
N 0.909 0.004 -1.164 0.86 0.73 0.14 -0.509
H 0.758 -2.054 0.377 -0.07 -0.72 -0.39 0.385
H 0.060 -1.373 1.825 -0.44 0.49 -1.43 0.331
H -0.045 1.304 1.699 -0.39 0.40 1.38 0.367
H 0.568 2.146 0.212 -0.09 -0.52 0.77 0.392
H 1.967 0.207 0.772 -2.13 -1.09 -0.81 0.268
H -2.594 -0.054 -0.980 -1.00 -0.20 -1.02 0.482
H -1.662 -2.021 -0.263 1.23 1.30 0.38 0.264
H -1.491 2.063 -0.244 -1.50 0.34 -1.06 0.231
H 1.458 0.755 -1.622 -0.43 -1.61 0.13 0.213
H 0.745 -0.925 -1.518 0.89 0.49 -0.88 0.177
```
Forces are in eV/Å.


No. 3
This record from the Open Molecules 2025 dataset describes a molecular structure, C25H38N7O2P2SbScSe5. The level of theory is ωB97M-V/def2-TZVPD.

Properties
E ... -15200.263940 a.u.
Spin multiplicity ... 1
Total charge ... -1
Energy relative to the best compared isomer or geometry (same formula, charge and spin) ... 25.4 kJ/mol
Largest force on an atom ... 0.99 eV/Å

Structure (XYZ):
```
81
Properties=species:S:1:pos:R:3:forces:R:3:mulliken_charge:R:1
Sc -0.831 1.454 0.167 0.57 0.22 -0.54 -0.581
N -0.938 3.764 0.332 -0.05 0.27 0.36 0.473
N -1.710 4.207 1.452 -0.01 0.05 -0.26 -0.223
C -2.051 3.243 2.317 -0.01 -0.11 0.13 0.303
N -3.077 3.366 3.126 0.14 -0.14 0.07 -0.236
N -1.195 2.173 2.240 -0.13 0.31 0.35 0.045
N -1.535 1.004 2.765 0.21 -0.92 -0.30 0.720
O -2.180 0.800 3.765 -0.09 0.41 0.10 -0.763
O -1.058 0.060 2.067 -0.17 0.18 0.32 -0.251
H -0.112 4.354 0.269 0.04 -0.07 -0.01 0.060
H -1.521 4.029 -0.494 -0.02 0.06 -0.10 -0.070
H -2.417 4.911 1.168 0.04 -0.15 0.07 0.219
H -3.941 3.822 2.730 -0.02 0.09 -0.10 -0.056
H -3.257 2.570 3.723 0.02 0.02 -0.01 0.335
C 0.792 -1.474 -2.100 0.00 0.00 0.00 -1.053
P -0.281 -1.177 -0.654 0.05 -0.11 -0.03 1.987
C 0.798 -1.896 0.683 -0.02 -0.07 -0.01 -0.084
N 0.741 -3.182 0.907 -0.01 0.03 -0.01 -0.116
C 1.520 -3.709 1.887 0.01 -0.01 0.01 0.048
C 1.461 -5.096 2.157 0.00 0.00 0.00 -0.367
C 2.245 -5.628 3.139 0.00 0.00 0.00 -0.589
C 3.117 -4.804 3.891 0.00 0.00 0.00 -0.533
C 3.187 -3.463 3.650 -0.01 0.00 -0.01 -0.529
C 2.382 -2.893 2.636 0.00 -0.01 0.01 0.041
N 2.440 -1.557 2.400 -0.01 0.00 -0.02 -0.063
C 1.680 -1.059 1.461 0.04 0.00 0.04 -0.670
P 1.731 0.782 1.250 -0.02 0.01 0.05 1.551
C 1.863 1.285 3.003 0.02 -0.02 0.02 -1.931
C 3.440 1.142 0.585 0.00 0.03 -0.03 1.975
C 3.473 2.651 0.311 -0.01 0.00 0.01 -1.637
C 3.627 0.393 -0.735 0.02 -0.01 0.01 -1.485
C 4.563 0.769 1.550 0.01 0.00 0.02 -1.766
C -1.700 -2.355 -0.939 0.01 -0.02 -0.01 1.581
C -2.577 -2.350 0.316 0.00 -0.01 -0.01 -1.604
C -1.312 -3.788 -1.313 0.00 0.01 -0.01 -1.890
C -2.478 -1.756 -2.124 -0.01 0.01 0.01 -1.586
H 1.186 -2.490 -2.095 0.01 0.00 0.01 0.544
H 1.601 -0.750 -2.108 0.01 0.00 0.00 -0.108
H 0.199 -1.306 -2.998 0.01 -0.01 -0.01 0.406
H 0.784 -5.702 1.569 0.00 0.00 0.00 0.479
H 2.203 -6.688 3.350 0.00 0.00 0.00 0.399
H 3.729 -5.248 4.666 0.00 0.00 0.00 0.385
H 3.840 -2.809 4.213 0.00 0.00 0.00 0.463
H 2.644 0.727 3.515 0.00 0.01 -0.01 0.510
H 0.915 1.096 3.501 0.01 0.00 0.01 0.524
H 2.068 2.355 3.053 -0.01 0.00 0.00 0.331
H 2.706 2.942 -0.409 0.01 0.00 -0.01 0.174
H 4.446 2.919 -0.111 0.00 0.00 0.00 0.522
H 3.340 3.234 1.226 0.00 -0.01 0.00 0.306
H 2.892 0.715 -1.472 -0.01 0.01 0.00 0.018
H 3.558 -0.690 -0.599 0.00 0.00 0.00 0.325
H 4.623 0.614 -1.131 0.00 0.01 0.00 0.582
H 4.511 1.337 2.480 0.01 0.00 -0.01 0.333
H 5.521 1.003 1.076 0.00 0.00 0.00 0.509
H 4.553 -0.292 1.797 0.00 0.00 0.01 0.301
H -2.043 -2.754 1.178 0.00 0.00 0.01 0.266
H -3.456 -2.975 0.135 0.00 -0.01 0.00 0.602
H -2.928 -1.345 0.555 0.00 0.00 0.00 0.036
H -0.824 -4.310 -0.496 0.00 0.00 0.00 0.222
H -0.660 -3.816 -2.188 0.00 0.00 0.00 0.346
H -2.229 -4.323 -1.576 0.00 0.00 0.00 0.548
H -2.748 -0.711 -1.973 0.00 0.02 0.01 0.068
H -3.406 -2.321 -2.243 0.00 0.00 0.00 0.535
H -1.920 -1.839 -3.059 -0.01 0.01 0.00 0.328
Se 0.473 2.253 -2.040 0.14 -0.07 -0.13 -0.400
C -0.646 1.710 -3.513 0.08 -0.03 0.07 0.217
C -1.957 2.155 -3.637 -0.10 0.04 -0.01 -0.089
C -2.749 1.715 -4.688 0.01 -0.05 0.00 -0.576
C -2.233 0.845 -5.640 -0.04 0.01 0.01 -0.513
C -0.913 0.429 -5.543 0.03 0.00 0.01 -0.436
C -0.122 0.860 -4.484 0.00 0.01 -0.05 -0.495
H -2.375 2.843 -2.915 0.04 0.00 0.03 0.324
H -3.779 2.047 -4.736 0.00 0.03 0.00 0.390
H -2.857 0.498 -6.455 0.00 0.00 0.00 0.360
H -0.492 -0.234 -6.290 0.00 0.00 0.00 0.366
H 0.912 0.545 -4.416 0.00 -0.01 0.01 0.414
Se -5.780 3.937 1.545 -0.03 0.02 -0.04 -0.704
Sb -4.782 3.548 -0.658 -0.05 0.11 -0.04 0.664
Se -3.217 1.451 -0.347 -0.69 -0.19 0.09 -0.326
Se -6.255 2.875 -2.422 0.05 -0.02 0.01 -0.644
Se -3.220 5.364 -1.205 -0.09 0.06 -0.05 -0.756
```
Forces are in eV/Å.


No. 4
This record from the Open Molecules 2025 dataset describes 9 unconnected molecules or ions with the total composition C4H28NO10. The level of theory is ωB97M-V/def2-TZVPD.

Properties
E ... -976.124533 a.u.
Spin multiplicity ... 1
Total charge ... +1
Energy relative to the best compared isomer or geometry (same formula, charge and spin) ... 10.5 kJ/mol
Largest force on an atom ... 1.82 eV/Å

Structure (XYZ):
```
43
Properties=species:S:1:pos:R:3:forces:R:3:mulliken_charge:R:1
C 2.413 -0.989 1.515 -0.50 0.98 0.39 -0.748
O 1.563 -1.326 2.618 0.39 0.07 0.01 -0.501
C 1.547 -1.147 0.243 1.43 -1.02 0.48 0.432
C 2.300 -1.357 -1.059 -1.24 0.34 -0.69 -0.067
C 2.869 -0.066 -1.643 0.78 -1.23 -0.94 -1.442
O 1.448 -1.980 -2.023 -0.05 -0.13 -0.41 -0.564
N 0.573 -0.016 0.245 0.96 -0.93 0.16 0.518
H 2.682 0.057 1.703 0.10 0.00 -0.30 0.279
H 3.350 -1.542 1.530 -0.16 -0.31 -0.36 0.398
H 1.810 -2.191 2.956 -0.13 -0.02 0.02 0.346
H 0.984 -2.029 0.528 -0.41 -0.18 -0.70 -0.027
H 3.027 -2.163 -0.959 0.47 0.52 0.55 0.521
H 2.122 0.674 -1.926 -0.07 0.19 0.59 0.289
H 3.283 -0.379 -2.607 0.08 0.11 0.05 0.425
H 3.730 0.291 -1.085 -0.22 0.50 0.30 0.388
H 0.588 -1.559 -2.140 0.08 0.34 0.26 0.344
H 0.184 -0.205 1.172 -0.62 0.75 -0.10 0.255
H -0.145 -0.058 -0.478 -0.04 -0.25 -0.11 -0.180
H 1.031 0.908 0.226 -0.42 -0.35 0.19 0.521
H -3.769 1.544 -0.133 0.00 0.25 -0.86 0.326
H -3.659 0.221 0.386 0.16 -0.73 -0.43 0.302
O -3.514 0.664 -0.464 -0.07 0.52 1.24 -0.599
H -0.733 2.230 -1.335 0.21 -0.05 -0.55 0.261
H 0.076 3.498 -1.699 0.02 -0.11 -0.08 0.279
O 0.006 2.783 -1.057 0.23 0.01 0.01 -0.558
H -1.843 -1.095 1.648 0.01 -0.09 0.13 0.219
H -1.803 -2.609 1.603 0.16 -0.09 -0.10 0.255
O -1.332 -1.831 1.283 -0.39 0.41 0.12 -0.538
H -1.777 -0.183 -2.341 -0.10 0.10 0.42 0.266
H -0.759 0.040 -3.397 0.39 0.24 0.04 0.272
O -0.892 0.196 -2.452 -0.44 -0.38 -0.23 -0.617
H -1.185 -4.301 -1.553 -0.18 0.13 0.07 0.273
H 0.086 -3.672 -2.072 0.10 0.20 0.21 0.331
O -0.690 -3.474 -1.531 -0.09 -0.44 -0.20 -0.567
H 0.110 2.900 1.103 0.18 -0.02 -0.13 0.305
H -0.308 2.003 2.238 0.09 -0.04 -0.01 0.268
O 0.398 2.114 1.590 -0.38 0.74 0.51 -0.645
H -2.037 2.492 0.060 0.12 -0.03 -0.04 0.240
H -2.251 3.925 -0.461 0.03 -0.04 0.05 0.338
O -2.383 3.353 0.301 -0.52 0.12 0.43 -0.621
H -1.691 1.364 3.596 -0.45 0.15 0.30 0.299
H -3.039 1.802 2.910 0.21 0.22 0.28 0.312
O -2.369 1.113 2.961 0.27 -0.46 -0.54 -0.587
```
Forces are in eV/Å.